No. 1
CH7NO | wB97M-V/def2-TZVPD

XYZ file:
```
10
Properties=species:S:1:pos:R:3:nbo_charge:R:1
C -1.7869 -2.1454 -0.3651 -0.4162
N -2.3692 -1.2829 0.6253 -0.8548
H -0.9380 -2.7032 0.0329 0.1935
H -1.4901 -1.5960 -1.2599 0.1790
H -2.3446 -3.0113 -0.7661 0.1710
H -3.3782 -1.1811 0.6117 0.3646
H -2.0158 -1.4627 1.5530 0.3630
O 4.9155 4.0920 -0.1471 -0.9315
H 5.2838 4.8819 -0.5547 0.4660
H 4.1235 4.4087 0.2700 0.4655
```

Properties
- SMILES string = CN.O
- relative energy (zero: lowest compared OMol25 entry of this formula, charge and spin) (kcal/mol) = 8.1
- HOMO-LUMO gap (eV) = 10.15
- strongest force on any atom (eV/Å) = 1.5
- multiplicity = 1
- LUMO level (eV) = 1.137

No. 2
C8H9NO4 | wB97M-V/def2-TZVPD

XYZ file:
```
22
Properties=species:S:1:pos:R:3:nbo_charge:R:1
O -0.7308 -0.0748 -2.9530 -0.4798
C -0.4321 0.1855 -1.8436 0.6141
C -0.3677 1.5704 -1.2937 -0.5414
C -0.5575 1.8454 0.1905 -0.5095
C 0.5979 1.1392 0.7648 0.6029
O 1.4792 1.7423 1.3679 -0.5437
C 0.6255 -0.3952 0.5999 0.0803
O 1.8468 -0.9589 0.9862 -0.7337
C -0.4563 -1.0679 1.4541 -0.4961
C -1.1628 -1.9879 0.5474 0.1421
N -0.7534 -1.9507 -0.6156 -0.4045
C 0.2550 -0.9803 -0.7959 0.2847
O 1.3634 -1.2279 -1.4842 -0.6824
H 0.5676 2.0568 -1.6912 0.2599
H -1.1759 2.1605 -1.8380 0.2516
H -1.5444 1.5319 0.5227 0.2311
H -0.5957 2.7992 0.4895 0.2417
H 2.5684 -0.2817 1.2341 0.5187
H -1.3777 -0.5354 1.9052 0.2290
H -0.1077 -1.6294 2.3157 0.2529
H -2.0616 -2.3647 0.8975 0.1848
H 2.0197 -1.5766 -0.7605 0.4974
```

Properties
- SMILES string = O=C1CCC(=O)[C@@]2(O)CC=N[C@@]12O
- relative energy (zero: lowest compared OMol25 entry of this formula, charge and spin) (kcal/mol) = 16.9
- HOMO-LUMO gap (eV) = 9.60
- strongest force on any atom (eV/Å) = 4.3
- multiplicity = 1
- LUMO level (eV) = 0.386

No. 3
C50H47F2I2N3O25S2 | wB97M-V/def2-TZVPD

XYZ file:
```
131
Properties=species:S:1:pos:R:3:mulliken_charge:R:1
C -3.9150 0.8785 -3.7997 -1.2009
C -3.4959 0.4881 -2.3712 0.3426
S -4.2707 -1.1364 -1.9852 -0.2501
C -3.1451 -2.0994 -0.8740 0.0585
C -3.0786 -3.5516 -1.4497 -1.2992
N -2.5601 -3.4925 -2.8156 0.4309
N -3.5516 -3.8415 -3.8027 -0.7376
C -3.0077 -4.5653 -4.5720 0.4980
S -2.2039 -5.5774 -5.4480 -0.3256
C -2.0662 -4.5000 -0.6539 1.1232
C -2.6754 -5.9371 -0.8145 -1.2518
N -2.3569 -6.8322 0.3160 -0.4108
C -1.9905 -4.0869 0.8403 -1.2268
C -3.3534 -4.1105 1.5657 0.2025
C -3.4288 -2.8702 2.5051 -1.2465
F -3.4448 -5.2086 2.4213 -0.4541
O -0.8023 -4.3876 -1.3100 -0.0481
C 0.0645 -5.3685 -0.8637 0.0760
F 0.0177 -6.4726 -1.6800 -0.3367
C 1.4845 -4.7978 -0.7308 -0.7372
I 2.0410 -4.2251 1.2617 0.0075
C 2.2804 -4.6560 -1.7641 0.3750
C 3.6842 -4.0837 -1.5643 -1.0265
I 1.6935 -5.1800 -3.7435 0.0056
H -4.9480 0.6113 -4.0324 0.3308
H -3.7792 1.9616 -3.9127 0.3978
H -3.2523 0.3828 -4.5173 0.2936
H -3.9135 1.2068 -1.6571 0.1398
H -2.4130 0.3899 -2.2454 -0.0594
H -2.1792 -1.5882 -0.7750 0.3355
H -3.6208 -2.0614 0.1092 -0.1189
H -4.0975 -3.9400 -1.4606 0.5274
H -2.1015 -2.6188 -3.0165 0.2947
H -2.3433 -6.4138 -1.7435 0.5562
H -3.7704 -5.8865 -0.8829 0.4534
H -1.7919 -7.5770 -0.0582 0.2575
H -3.1788 -7.1949 0.7651 0.2079
H -1.3293 -4.7576 1.4030 0.5875
H -1.4989 -3.1081 0.8893 0.6855
H -4.1786 -4.1414 0.8513 0.4265
H -3.0187 -3.1012 3.4875 0.4650
H -2.8444 -2.0530 2.0676 0.1920
H -4.4651 -2.5190 2.5279 0.1461
H -0.2186 -5.7491 0.1263 0.5443
H 4.3283 -4.2823 -2.4254 0.1332
H 4.1695 -4.5485 -0.6993 0.4645
H 3.6604 -3.0144 -1.3924 0.2887
O 3.3955 -1.2789 -2.3071 -0.5694
C 2.9191 -0.2581 -1.8790 1.0442
C 1.6319 -0.2400 -1.2016 -1.2747
C 1.1250 0.9058 -0.7544 0.0540
O -0.0467 0.9491 -0.1277 -0.4790
C 1.8534 2.2033 -0.9360 1.6429
O 1.3445 3.2330 -0.5287 -0.8047
C 3.1474 2.1814 -1.5901 -0.8460
C 3.6591 1.0310 -2.0359 -0.0378
O 4.8477 0.9782 -2.6400 -0.5303
H 1.1193 -1.1867 -1.0810 0.8387
H -0.1980 1.8922 0.1059 0.2681
H 3.6657 3.1229 -1.6960 0.4629
H 4.9979 0.0410 -2.8781 0.1605
O 4.8772 5.1439 -1.9871 -0.6470
C 4.3847 6.1654 -1.5517 1.1344
C 3.0963 6.1854 -0.8730 -0.6203
C 2.5857 7.3368 -0.4243 0.2851
O 1.4115 7.3909 0.2020 -0.5612
C 3.3087 8.6358 -0.6029 0.8054
O 2.7956 9.6563 -0.1944 -0.6209
C 4.6108 8.6121 -1.2627 -0.9489
C 5.1212 7.4586 -1.7078 0.2019
O 6.3058 7.3991 -2.3116 -0.5955
H 2.5848 5.2395 -0.7548 0.4790
H 1.2742 8.3310 0.4193 0.3534
H 5.1310 9.5532 -1.3707 0.4297
H 6.4397 6.4603 -2.5345 0.3500
O -10.1515 0.0749 4.2393 -0.6211
C -9.0124 -0.3019 4.4168 0.9553
C -8.6137 -1.7008 4.3094 -0.8714
C -7.3445 -2.0604 4.5318 0.2977
O -6.9462 -3.3265 4.4390 -0.6002
C -6.2979 -1.0551 4.8987 1.0100
O -5.1648 -1.4332 5.1066 -0.6579
C -6.6911 0.3467 4.9829 -0.8852
C -7.9588 0.7067 4.7568 0.3150
O -8.3510 1.9763 4.8224 -0.5762
H -9.3789 -2.4172 4.0460 0.4373
H -5.9935 -3.3197 4.6460 0.3564
H -5.9223 1.0651 5.2310 0.4790
H -9.3045 1.9669 4.6208 0.3554
O 5.3224 3.7993 5.6203 -0.6145
C 5.0487 3.6650 4.4455 0.9857
C 3.7266 3.9443 3.9026 -0.7992
C 3.4742 3.7631 2.5995 0.5763
O 2.2743 4.0153 2.0862 -0.5882
C 4.5364 3.2661 1.6594 0.5844
O 4.2715 3.0947 0.4837 -0.1344
C 5.8647 3.0105 2.2020 -1.3203
C 6.1122 3.1963 3.5029 0.4435
O 7.3131 2.9742 4.0280 -0.5768
H 2.9726 4.2989 4.5908 0.4741
H 2.3282 3.8099 1.1317 0.1224
H 6.6254 2.6704 1.5133 0.4720
H 7.2259 3.1801 4.9766 0.3464
O 5.8449 -1.3059 -4.1442 -0.6908
C 6.9421 -1.8035 -3.9727 1.1154
C 7.1536 -3.2430 -3.9404 -1.1057
C 8.3777 -3.7413 -3.7318 0.3774
O 8.6059 -5.0491 -3.6983 -0.5647
C 9.5628 -2.8502 -3.5231 0.9470
O 10.6475 -3.3524 -3.3198 -0.6051
C 9.3552 -1.4082 -3.5793 -0.8211
C 8.1326 -0.9093 -3.7911 0.2435
O 7.9134 0.4032 -3.8498 -0.5747
H 6.2903 -3.8760 -4.0903 0.4998
H 9.5615 -5.1444 -3.5325 0.3520
H 10.2209 -0.7755 -3.4447 0.4359
H 6.9589 0.5102 -4.0089 0.3741
O -8.0981 3.6314 1.5179 -0.6559
C -6.9451 3.3070 1.7027 0.9793
C -6.4592 1.9488 1.4861 -0.5758
C -5.1783 1.6414 1.7206 -0.2590
O -4.7191 0.3981 1.5254 -0.2761
C -4.2101 2.6719 2.2155 1.1027
O -3.0637 2.3461 2.4394 -0.6514
C -4.6862 4.0314 2.4102 -1.0847
C -5.9659 4.3383 2.1698 0.3645
O -6.4347 5.5694 2.3344 -0.5756
H -7.1718 1.2168 1.1324 0.5893
H -3.7753 0.4197 1.7615 0.1960
H -3.9691 4.7662 2.7515 0.4545
H -7.3792 5.5241 2.0980 0.3518
```

Properties
- SMILES string = CCSC[C@@H](NN=C=S)[C@](CN)(C[C@H](C)F)O[C@@H](F)/C(I)=C(/C)I.O=C1C=C(O)C(=O)C=C1O.O=C1C=C(O)C(=O)C=C1O.O=C1C=C(O)C(=O)C=C1O.O=C1C=C(O)C(=O)C=C1O.O=C1C=C(O)C(=O)C=C1O.O=C1C=C(O)C(=O)C=C1O
- HOMO-LUMO gap (eV) = 6.87
- strongest force on any atom (eV/Å) = 3.5
- multiplicity = 1
- LUMO level (eV) = -1.728

No. 4
C6H14O3 | wB97M-V/def2-TZVPD

XYZ file:
```
23
Properties=species:S:1:pos:R:3:nbo_charge:R:1
O -1.5584 0.0251 -0.5933 -0.7731
C -0.3225 0.0747 -0.4668 0.1081
C 0.2852 1.3173 0.2108 -0.4992
C 1.3373 0.8806 1.2043 -0.3868
C 0.8338 0.0829 2.4139 -0.4550
C -0.1713 -2.1919 1.8720 -0.3980
C 0.8183 -1.4124 2.3091 -0.1727
H 0.2829 -0.7076 -0.9636 0.0863
H 0.7377 2.0159 -0.5063 0.1808
H -0.5604 1.8720 0.6153 0.2004
H 1.9274 1.7514 1.5498 0.1673
H 2.1182 0.2975 0.7048 0.1910
H 1.4961 0.2960 3.2677 0.1844
H -0.1276 0.4771 2.7583 0.2080
H -1.0763 -1.8015 1.4266 0.2230
H -0.0100 -3.2627 1.9109 0.1754
H 1.6858 -1.9147 2.7286 0.1678
H 0.5850 -0.7672 -4.1128 0.4122
H -0.7892 -0.6288 -4.8540 0.4422
O -0.3541 -0.5065 -3.9829 -1.0512
H -2.5728 1.5267 -1.7538 0.4951
H -2.0415 0.8917 -3.0350 0.4900
O -2.5237 1.6843 -2.7036 -0.9961
```

Properties
- relative energy (zero: lowest compared OMol25 entry of this formula, charge and spin) (kcal/mol) = 8.3
- HOMO-LUMO gap (spin up / spin down) (eV) = 3.01 / 7.76
- net charge = -1
- strongest force on any atom (eV/Å) = 2.2
- multiplicity = 2
- <S²> = 0.7524
- LUMO level (spin up / spin down) (eV) = 3.676 / 3.727

No. 5
C20H15BrI2IrN2O3 | wB97M-V/def2-TZVPD

XYZ file:
```
44
Properties=species:S:1:pos:R:3:nbo_charge:R:1
Ir 0.1420 0.4114 -0.2865 1.1970
I -0.0221 -7.0144 -2.3334 0.3353
C 0.1267 -4.9802 -2.1922 -0.1061
C 0.3096 -4.2148 -3.3483 -0.2756
C 0.3951 -2.8537 -3.2420 -0.2035
I 0.6575 -1.6941 -4.9183 0.3120
C 0.2951 -2.1878 -1.9452 0.5091
O 0.3213 -0.9309 -1.9384 -0.6474
C 0.1489 -3.0218 -0.7523 -0.0843
C 0.2068 -2.4755 0.6541 -0.2621
N -0.7216 -1.3557 0.8921 -0.6231
C -0.7520 -0.8996 2.2864 -0.2704
C -0.9245 0.5998 2.4326 0.2441
C -1.1901 1.1454 3.6769 -0.2341
C -1.2344 2.5197 3.8217 -0.1075
C -1.0261 3.3269 2.7120 -0.2409
C -0.7875 2.7244 1.4987 0.0786
N -0.7424 1.3855 1.3607 -0.5249
C 0.0526 -4.3708 -0.9149 -0.2041
H 0.3790 -4.6935 -4.3146 0.2563
H 1.2125 -2.0958 0.8552 0.2677
H 0.0125 -3.2992 1.3470 0.2042
H -1.6545 -1.5960 0.5761 0.3959
H 0.2038 -1.1576 2.7475 0.2504
H -1.5351 -1.4087 2.8526 0.2238
H -1.3473 0.4903 4.5237 0.2388
H -1.4250 2.9587 4.7918 0.2419
H -1.0448 4.4045 2.7823 0.2488
H -0.6328 3.3009 0.5978 0.2270
H -0.0660 -5.0039 -0.0448 0.2390
Br 3.6508 5.9513 -2.6054 0.0928
C 3.4670 4.3143 -1.6871 -0.0664
C 4.4846 3.8777 -0.8526 -0.2344
C 4.3447 2.6773 -0.1751 -0.1315
C 3.1913 1.9118 -0.3105 -0.2136
C 2.2003 2.3714 -1.1691 -0.0888
C 2.3153 3.5625 -1.8643 -0.2720
C 3.1029 0.6344 0.4859 0.7695
O 4.0955 0.1334 0.9516 -0.5674
O 1.9001 0.0954 0.6998 -0.8337
H 5.3797 4.4724 -0.7355 0.2397
H 5.1302 2.3146 0.4741 0.2493
H 1.3009 1.7593 -1.3415 0.1352
H 1.5396 3.8963 -2.5390 0.2354
```

Properties
- relative energy (zero: lowest compared OMol25 entry of this formula, charge and spin) (kcal/mol) = 0.0
- HOMO-LUMO gap (spin up / spin down) (eV) = 7.93 / 5.11
- net charge = +1
- strongest force on any atom (eV/Å) = 0.7
- multiplicity = 5
- <S²> = 6.0345
- LUMO level (spin up / spin down) (eV) = -2.839 / -6.120

No. 6
C8H10N3 | wB97M-V/def2-TZVPD

XYZ file:
```
21
Properties=species:S:1:pos:R:3:nbo_charge:R:1
C -2.9397 1.3987 -0.0340 0.1234
C -1.5859 1.5094 0.1254 0.0138
C -2.3597 -0.6388 -0.1106 0.4891
C 0.1755 -0.3892 0.1194 0.3823
C -1.6443 -1.9280 -0.1626 -0.2728
C -0.3174 -1.7568 0.0444 -0.1549
C 1.8033 1.4361 0.0848 -0.4206
C 2.4123 -0.9039 -0.1315 -0.4098
N -3.3271 0.1720 -0.1800 -0.4487
N -1.1058 0.2510 0.1523 -0.3494
N 1.3579 0.0507 -0.0507 -0.3070
H -3.5951 2.2442 -0.1092 0.2365
H -0.9916 2.3273 0.5424 0.2428
H -2.1634 -2.8304 -0.0543 0.2580
H 0.3142 -2.6259 0.0448 0.2450
H 2.2560 1.5433 1.0920 0.2301
H 2.7362 1.5549 -0.5317 0.2391
H 1.0722 2.1500 -0.2004 0.2220
H 2.4761 -1.4348 0.7524 0.2177
H 2.0633 -1.5980 -0.9932 0.2225
H 3.3631 -0.5317 -0.3997 0.2410
```

Properties
- relative energy (zero: lowest compared OMol25 entry of this formula, charge and spin) (kcal/mol) = 25.2
- HOMO-LUMO gap (spin up / spin down) (eV) = 8.54 / 7.43
- net charge = +1
- strongest force on any atom (eV/Å) = 7.4
- multiplicity = 3
- <S²> = 2.0091
- LUMO level (spin up / spin down) (eV) = -2.609 / -6.834

Number 1: energy -172.2652 a.u.. Number 2: energy -665.8831 a.u.. Number 3: energy -5570.1076 a.u.. Number 4: energy -462.6528 a.u.. Number 5: energy -4379.7815 a.u.. Number 6: energy -474.7145 a.u..